# 1
{"formula": "C32H24BaCl3N4O3", "method": "ωB97M-V/def2-TZVPD", "symbols": ["C", "C", "H", "C", "C", "N", "C", "C", "C", "C", "N", "C", "C", "C", "Cl", "C", "O", "C", "H", "H", "H", "C", "H", "O", "C", "C", "H", "C", "Cl", "C", "H", "H", "C", "N", "H", "Cl", "H", "H", "H", "H", "H", "C", "H", "H", "H", "H", "C", "C", "C", "H", "C", "H", "C", "H", "N", "O", "C", "C", "C", "C", "C", "H", "H", "C", "C", "Ba", "H"], "xyz": [[0.525892, 2.509065, -3.469975], [2.491304, -4.631637, 0.758949], [-2.430294, -1.916439, -3.544106], [1.195232, -2.077375, -2.549705], [-4.674013, -1.551979, -2.559955], [0.438487, 1.951658, -1.148313], [2.111174, -3.379252, 0.201445], [-5.930069, -1.372293, -2.034238], [3.153256, -2.646995, -0.454198], [-0.703214, -1.460535, 4.913906], [1.959765, -1.014216, -1.890014], [-1.661872, 0.854850, 6.076764], [3.220945, 3.839321, 2.213853], [-3.503155, -1.196910, -1.863879], [-2.384483, -0.391033, 8.376638], [2.070078, 2.714412, 0.449656], [-2.583081, -0.329699, 0.152053], [-0.071641, 1.902842, -2.374803], [-0.991318, 1.340802, -2.479319], [1.833804, 0.898806, 3.134595], [5.829170, -4.677809, 0.115224], [-3.602869, -0.642973, -0.542148], [3.463785, -0.493043, -0.682353], [0.912727, -2.927024, 0.299686], [-0.614639, -0.270075, 4.135808], [1.571374, 2.632619, -0.955746], [4.032304, -6.039871, 1.167979], [-4.925243, -0.465029, -0.030497], [-1.075602, 2.387146, 3.935752], [-1.710414, -0.344018, 6.763728], [-2.039255, 1.764535, 6.522062], [-7.019139, -0.666162, -0.313147], [-2.259396, -1.428881, -2.569219], [1.745676, 1.699156, 1.257042], [0.271207, -0.591028, -3.770056], [-0.103151, -2.914009, 4.178204], [3.783753, 4.685355, 2.587825], [5.243600, -2.493966, -0.889781], [3.185726, 2.770233, 4.086105], [2.238173, 3.638736, -4.110407], [-5.007554, -0.044871, 0.964311], [3.790324, -5.082622, 0.718402], [-1.270069, -2.447953, 6.720219], [0.068767, 2.435280, -4.447168], [3.193255, 3.748328, -1.821030], [3.016002, 4.632684, 0.226339], [2.802605, 3.808768, 0.893201], [-1.125848, 0.876056, 4.804012], [-1.231546, -1.508642, 6.186799], [-4.566172, -1.981628, -3.551873], [2.893261, 2.784994, 3.045423], [0.870807, -2.845536, -1.844028], [4.470894, -3.107170, -0.434050], [-6.813452, -1.653772, -2.591913], [-1.053909, -1.143254, -2.251585], [-0.116269, -0.240206, 2.964437], [4.806620, -4.323836, 0.127267], [2.147510, 1.736388, 2.524569], [-6.036926, -0.816230, -0.748817], [2.252972, 3.245826, -2.001345], [2.857479, -1.331845, -1.045568], [1.713132, -5.208828, 1.243456], [1.859110, -2.528005, -3.293505], [1.721724, 3.177836, -3.277881], [-0.031264, -1.494862, -3.228517], [-0.083085, -0.511452, 0.406338], [-0.432754, -2.213834, -3.956308]], "atomic_forces_ev_per_a": [[0.010, -0.005, 0.003], [0.010, 0.010, 0.015], [0.052, -0.008, 0.011], [0.011, 0.126, 0.178], [0.080, 0.023, 0.043], [0.053, 0.146, -0.029], [0.033, 0.021, -0.037], [-0.053, 0.008, 0.019], [0.018, -0.113, 0.031], [0.026, 0.079, -0.080], [-0.020, 0.048, -0.216], [0.003, -0.003, -0.010], [0.005, 0.008, 0.017], [-0.131, 0.044, 0.102], [-0.013, 0.001, 0.039], [-0.055, -0.120, 0.018], [0.037, 0.067, -0.016], [0.020, 0.058, -0.002], [-0.017, -0.015, 0.003], [-0.017, -0.005, 0.008], [0.000, 0.002, 0.000], [0.064, -0.076, -0.208], [0.034, -0.016, -0.027], [0.064, 0.032, -0.013], [-0.037, -0.042, 0.145], [-0.014, -0.009, 0.025], [-0.002, 0.000, 0.002], [0.053, 0.013, 0.012], [0.005, 0.036, 0.011], [0.010, -0.002, -0.011], [0.000, 0.001, 0.001], [0.001, 0.001, 0.004], [0.023, -0.055, -0.205], [0.096, 0.056, -0.122], [0.007, -0.005, -0.008], [-0.002, -0.039, 0.022], [0.000, -0.001, 0.002], [-0.005, 0.005, -0.002], [0.008, 0.011, -0.004], [0.002, -0.002, 0.002], [0.003, 0.000, 0.001], [0.000, 0.006, -0.006], [-0.003, 0.002, 0.007], [0.000, 0.000, 0.001], [-0.002, -0.004, 0.002], [-0.002, 0.000, 0.003], [-0.010, -0.011, -0.024], [0.030, -0.050, -0.072], [0.001, -0.008, -0.006], [0.005, -0.001, -0.002], [-0.002, -0.015, 0.030], [0.066, -0.046, -0.039], [-0.011, 0.005, -0.001], [0.004, -0.001, -0.003], [-0.160, 0.008, 0.100], [0.011, 0.042, -0.021], [0.001, -0.011, 0.005], [0.012, 0.020, -0.061], [-0.024, -0.012, -0.028], [0.007, 0.006, 0.021], [-0.032, 0.064, 0.122], [-0.001, -0.002, 0.002], [-0.061, -0.055, -0.042], [-0.029, -0.013, -0.008], [-0.045, -0.046, -0.062], [-0.179, -0.170, 0.400], [0.067, 0.011, -0.045]], "lowdin_charge": [-0.056, -0.026, 0.111, -0.228, -0.085, 0.043, -0.431, -0.135, -0.165, -0.586, 0.004, -0.162, -0.065, -0.147, 0.599, -0.224, -0.323, -0.140, 0.101, 0.099, 0.081, -0.410, 0.113, -0.323, -0.529, -0.226, 0.091, -0.029, 0.672, -0.697, 0.096, 0.093, -0.130, 0.054, 0.100, 0.689, 0.105, 0.102, 0.106, 0.105, 0.106, -0.119, 0.097, 0.104, 0.106, 0.105, -0.023, -0.578, -0.157, 0.097, -0.050, 0.097, -0.078, 0.082, -0.064, -0.389, -0.138, -0.130, -0.114, -0.020, -0.181, 0.105, 0.126, -0.062, -0.240, 1.961, 0.107], "relative_energy_kj_mol": 33.7, "energy_ev": -83943.5223, "charge": -1, "homo_ha": -0.172, "e_lumo_ev": 2.0}

---

# 2
{"formula": "C32H24BrN6NiO2", "method": "ωB97M-V/def2-TZVPD", "symbols": ["C", "H", "C", "C", "H", "C", "N", "C", "N", "C", "N", "H", "C", "C", "C", "C", "C", "C", "C", "H", "H", "Ni", "C", "H", "C", "C", "H", "H", "C", "C", "N", "H", "H", "C", "C", "H", "H", "N", "N", "H", "C", "C", "Br", "H", "H", "H", "H", "O", "H", "C", "C", "C", "H", "C", "O", "C", "C", "H", "H", "C", "C", "H", "C", "C", "H", "H"], "xyz": [[-0.218034, 2.120039, -0.107490], [6.563522, 0.398363, 3.889601], [5.685034, 0.552937, 3.280560], [4.507116, 1.775180, 1.585777], [2.458393, -1.353649, 4.782984], [0.329630, -1.936314, -1.555010], [2.187553, 1.099751, 1.010849], [1.117583, 2.484064, -0.471684], [-0.320679, -1.685307, 2.208296], [1.338416, 3.486712, -1.505483], [-0.109888, -1.066994, -0.584887], [4.460603, 2.576951, 0.865065], [-1.080986, 3.533915, -1.873016], [-1.892451, -2.490644, 3.801115], [-1.604566, -3.800354, 3.453211], [-3.446155, -2.520951, -3.430959], [-5.782441, -2.007428, -3.193602], [-1.401521, -0.931526, -0.772498], [-0.662430, -4.027278, 2.461995], [-6.305646, -0.774041, -1.518844], [-0.406452, -5.032006, 2.159728], [0.674923, -0.153577, 1.214941], [-1.224004, -1.457329, 3.161047], [3.756267, 5.341585, -2.985497], [2.611879, 3.992464, -1.806726], [0.417800, 4.946270, -3.226799], [4.634656, -1.071991, 4.180340], [6.494231, 2.231624, 2.216025], [-3.172466, -1.778866, -2.289808], [2.769664, 4.948666, -2.781729], [-8.217039, -2.222482, -4.034503], [-2.307648, 2.353598, -0.594786], [-1.914656, 3.917464, -2.448617], [-5.502138, -1.261171, -2.053471], [-4.200942, -1.146557, -1.600777], [-2.659440, -3.007223, -3.985219], [-4.009682, -0.563323, -0.713245], [-1.827719, -1.671076, -1.820675], [2.229393, 2.042003, 0.151086], [-4.966048, -3.214273, -4.766945], [1.672188, 5.426422, -3.508674], [4.587798, -0.282155, 3.447938], [-3.170904, -2.090691, 5.111450], [-0.444313, 5.304099, -3.773806], [1.364716, -2.209697, -1.653051], [-2.032796, -0.277624, -0.200163], [0.675566, -3.086115, 1.067161], [2.308557, -0.851790, 2.775613], [-2.106674, -4.620904, 3.945939], [-7.136553, -2.126668, -3.661216], [-0.051053, -2.946594, 1.856087], [2.309932, -1.830792, 3.813131], [1.812525, 6.170452, -4.280019], [3.404423, 0.944475, 1.735698], [-0.489616, 1.318002, 0.859748], [3.457019, -0.084411, 2.671213], [5.643850, 1.578608, 2.348047], [-0.756322, -2.971653, -3.174514], [-1.412267, -0.425305, 3.428128], [-4.749549, -2.635589, -3.880254], [-1.307488, 2.666798, -0.860021], [3.469032, 3.626168, -1.261113], [0.234235, 3.986218, -2.216630], [-0.718284, -2.319359, -2.325372], [3.091366, -2.571875, 3.638041], [1.340979, -2.317248, 3.796287]], "atomic_forces_ev_per_a": [[0.251, -0.104, -0.040], [0.040, -0.004, 0.010], [-0.108, 0.031, -0.077], [-0.004, 0.048, -0.094], [0.016, -0.010, -0.023], [0.091, 0.004, -0.029], [0.257, 0.251, -0.424], [-0.005, -0.160, -0.092], [-0.416, 0.122, -0.193], [-0.076, -0.045, 0.065], [0.417, 0.167, 0.306], [-0.021, 0.021, 0.009], [0.068, -0.025, -0.027], [0.066, -0.008, -0.051], [-0.012, 0.046, 0.024], [-0.061, 0.059, 0.028], [-0.014, 0.000, -0.011], [-0.079, 0.099, -0.138], [0.032, 0.040, -0.028], [0.002, 0.004, -0.009], [-0.001, -0.023, -0.011], [0.294, -0.473, 0.101], [-0.013, 0.027, 0.100], [0.033, -0.007, -0.024], [0.059, -0.035, -0.060], [0.134, 0.007, -0.022], [-0.013, -0.024, 0.020], [0.024, 0.016, 0.012], [0.017, 0.014, -0.007], [0.002, 0.001, 0.022], [-0.117, -0.009, -0.035], [-0.030, 0.014, 0.065], [-0.028, 0.027, -0.005], [0.013, 0.014, 0.023], [-0.022, -0.036, -0.064], [0.028, -0.019, -0.016], [0.005, -0.005, 0.033], [0.039, -0.047, 0.036], [-0.436, 0.248, 0.300], [-0.006, 0.005, -0.010], [-0.085, -0.030, 0.001], [0.026, 0.014, -0.032], [-0.016, 0.007, 0.041], [-0.042, 0.030, -0.002], [0.052, -0.025, 0.014], [0.010, -0.006, 0.090], [0.017, 0.006, -0.004], [0.070, -0.006, -0.095], [-0.017, -0.015, 0.007], [0.106, 0.004, 0.035], [-0.123, -0.086, 0.003], [0.010, -0.050, 0.123], [0.009, 0.014, -0.007], [-0.038, -0.136, -0.171], [-0.469, -0.059, 0.121], [-0.056, -0.041, 0.109], [0.021, -0.078, 0.064], [0.001, -0.050, -0.031], [-0.035, 0.023, -0.038], [0.024, -0.007, 0.011], [0.169, 0.148, -0.005], [-0.002, 0.002, -0.012], [-0.148, 0.021, 0.026], [0.009, 0.044, 0.015], [-0.020, 0.007, 0.006], [0.100, 0.035, 0.067]], "lowdin_charge": [-0.318, 0.112, -0.061, -0.006, 0.112, -0.096, -0.011, -0.128, -0.025, -0.100, 0.019, 0.103, 0.007, -0.670, -0.075, 0.006, -0.219, -0.120, -0.022, 0.130, 0.122, 0.750, -0.145, 0.108, -0.022, -0.028, 0.106, 0.111, -0.159, -0.062, 0.179, 0.113, 0.123, -0.004, 0.003, 0.108, 0.109, 0.014, 0.111, 0.130, -0.070, -0.015, 0.824, 0.115, 0.116, 0.123, 0.117, -0.153, 0.118, -0.171, -0.132, -0.045, 0.107, -0.165, -0.121, -0.209, -0.068, 0.118, 0.123, -0.001, -0.004, 0.098, -0.171, -0.019, 0.109, 0.067], "energy_ev": -157689.3263, "spin_multiplicity": 3, "charge": 1, "homo_ha": [-0.370, -0.371], "e_lumo_ev": [-3.3, -3.4]}

---

- Which formula does entry 1 have?
  C32H24BaCl3N4O3